(1)
Formula: CH3F3NS
Source: OMol25
Level of theory: ωB97M-V with the def2-TZVPD basis set

```
! wB97M-V def2-TZVPD RIJCOSX def2/J DEFGRID3
* xyz 1 1
C 0.609 -0.324 -0.215
N 1.901 -0.271 0.160
F 2.978 1.729 -0.733
F 3.607 1.086 1.361
F 3.040 -2.002 -0.346
S 3.434 0.414 -0.025
H 0.570 -1.401 -0.397
H 0.415 0.136 -1.231
H -0.023 -0.051 0.554
*
```

As for the relative energy (zero: lowest compared OMol25 entry of this formula, charge and spin): 413.2 kJ/mol. The calculation puts the gap between HOMO and LUMO (alpha / beta) at 8.09 / 8.09 eV.

natural (NBO) charges in e: atom 1 (C): -0.4794, atom 2 (N): -0.2553, atom 3 (F): -0.4090, atom 4 (F): -0.3885, atom 5 (F): -0.3574, atom 6 (S): 1.9546, atom 7 (H): 0.3818, atom 8 (H): 0.2619, atom 9 (H): 0.2914

(2)
Formula: C5H3BrI2
Source: OMol25
Level of theory: ωB97M-V with the def2-TZVPD basis set

```
! wB97M-V def2-TZVPD RIJCOSX def2/J DEFGRID3
* xyz 0 1
Br -1.823 -1.192 1.521
C -1.042 0.304 0.462
C -0.906 -0.298 -0.970
C 0.407 -0.439 -1.278
C 1.208 -0.024 -0.186
I 3.256 0.060 -0.097
C 0.390 0.497 0.889
I 0.976 1.516 2.568
H -1.661 1.240 0.770
H -1.682 -0.761 -1.588
H 0.878 -0.905 -2.093
*
```

The SMILES is Br[C@@H]1C=CC(I)=C1I. As for the relative energy (zero: lowest compared OMol25 entry of this formula, charge and spin): 0.0 kJ/mol. The calculation puts the gap between HOMO and LUMO at 7.68 eV.

natural (NBO) charges in e: atom 1 (Br): 0.0225, atom 2 (C): -0.3328, atom 3 (C): -0.1740, atom 4 (C): -0.2650, atom 5 (C): -0.2191, atom 6 (I): 0.2117, atom 7 (C): -0.2418, atom 8 (I): 0.2438, atom 9 (H): 0.2828, atom 10 (H): 0.2374, atom 11 (H): 0.2344

(3)
Formula: C10H10Cl2N2O
Source: OMol25
Level of theory: ωB97M-V with the def2-TZVPD basis set

```
! wB97M-V def2-TZVPD RIJCOSX def2/J DEFGRID3
* xyz 0 1
Cl 0.035 1.846 1.234
C -0.790 1.676 -0.239
N -2.062 1.902 -0.415
C -2.288 1.638 -1.736
C -1.133 1.249 -2.341
N -0.158 1.279 -1.373
C 1.216 0.854 -1.522
O 1.352 -0.530 -1.464
C 1.272 -1.083 -0.183
C 2.418 -1.173 0.595
C 2.346 -1.750 1.851
C 1.139 -2.230 2.326
C -0.001 -2.144 1.543
C 0.060 -1.569 0.286
H -3.267 1.756 -2.153
H -0.906 0.950 -3.343
H 1.566 1.154 -2.516
H 1.809 1.359 -0.744
H 3.354 -0.802 0.204
H 3.236 -1.825 2.458
H 1.082 -2.674 3.309
H -0.940 -2.528 1.914
H -0.819 -1.498 -0.336
Cl -4.774 2.063 1.718
H -3.748 2.078 0.929
*
```

The SMILES is Clc1nccn1COc1ccccc1.Cl. As for the relative energy (zero: lowest compared OMol25 entry of this formula, charge and spin): 0.0 kJ/mol. The calculation puts the gap between HOMO and LUMO at 9.79 eV.

natural (NBO) charges in e: atom 1 (Cl): 0.0598, atom 2 (C): 0.3147, atom 3 (N): -0.4951, atom 4 (C): -0.0814, atom 5 (C): -0.0930, atom 6 (N): -0.3857, atom 7 (C): 0.1023, atom 8 (O): -0.5286, atom 9 (C): 0.3502, atom 10 (C): -0.2843, atom 11 (C): -0.1969, atom 12 (C): -0.2168, atom 13 (C): -0.1923, atom 14 (C): -0.2810, atom 15 (H): 0.2193, atom 16 (H): 0.2255, atom 17 (H): 0.2025, atom 18 (H): 0.1971, atom 19 (H): 0.2220, atom 20 (H): 0.2174, atom 21 (H): 0.2172, atom 22 (H): 0.2208, atom 23 (H): 0.2284, atom 24 (Cl): -0.3247, atom 25 (H): 0.3026

(4)
Formula: CH3ClNO
Source: OMol25
Level of theory: ωB97M-V with the def2-TZVPD basis set

```
! wB97M-V def2-TZVPD RIJCOSX def2/J DEFGRID3
* xyz -1 1
C -0.076 -0.193 -0.197
N 0.519 -0.950 0.790
O -0.231 -1.493 -0.278
Cl 3.233 0.274 -0.175
H 0.711 0.319 -0.761
H -1.203 0.611 0.056
H 1.556 -0.815 0.733
*
```

As for the relative energy (zero: lowest compared OMol25 entry of this formula, charge and spin): 461.8 kJ/mol. The calculation puts the gap between HOMO and LUMO at 8.62 eV.

natural (NBO) charges in e: atom 1 (C): 0.1023, atom 2 (N): -0.4209, atom 3 (O): -0.3984, atom 4 (Cl): -0.9381, atom 5 (H): 0.2083, atom 6 (H): 0.0466, atom 7 (H): 0.4002

(5)
Formula: C8H13N2O3P2
Source: OMol25
Level of theory: ωB97M-V with the def2-TZVPD basis set

```
! wB97M-V def2-TZVPD RIJCOSX def2/J DEFGRID3
* xyz 1 1
C -2.718 -1.203 -2.243
C -1.361 -1.566 -1.997
C 0.238 -1.936 -1.682
C 0.255 -2.812 -0.290
C 1.355 -2.318 0.821
N 0.835 -1.059 1.479
C -0.032 -0.828 2.702
C -0.306 0.779 2.890
N 0.459 1.358 1.720
P 0.676 3.022 1.119
P -0.579 3.083 -0.716
O -1.876 2.204 -0.337
O 0.221 2.262 -2.050
O -1.143 4.687 -1.101
C 1.135 0.298 0.879
H -3.885 -1.052 -2.229
H 0.796 -0.906 -1.619
H 0.711 -2.522 -2.597
H 0.403 -3.958 -0.586
H -0.823 -2.760 0.198
H 2.400 -2.176 0.270
H 1.501 -3.175 1.609
H -0.473 -1.668 3.400
H -0.923 1.393 3.673
H 2.085 3.149 0.761
H 1.102 2.766 -2.167
H -1.855 4.553 -1.811
H 1.802 0.388 -0.098
*
```

The SMILES is C#CCCCn1cc[n+](PP(=O)(O)O)c1. The calculation puts the gap between HOMO and LUMO at 7.23 eV.

natural (NBO) charges in e: atom 1 (C): -0.2501, atom 2 (C): -0.0863, atom 3 (C): -0.4545, atom 4 (C): -0.4269, atom 5 (C): -0.2450, atom 6 (N): -0.3524, atom 7 (C): -0.0167, atom 8 (C): 0.0042, atom 9 (N): -0.6352, atom 10 (P): 0.4665, atom 11 (P): 1.8635, atom 12 (O): -1.0182, atom 13 (O): -0.9283, atom 14 (O): -0.9303, atom 15 (C): 0.2511, atom 16 (H): 0.2975, atom 17 (H): 0.2180, atom 18 (H): 0.2667, atom 19 (H): 0.2562, atom 20 (H): 0.2532, atom 21 (H): 0.2496, atom 22 (H): 0.2623, atom 23 (H): 0.2928, atom 24 (H): 0.3126, atom 25 (H): 0.0355, atom 26 (H): 0.4915, atom 27 (H): 0.5303, atom 28 (H): 0.2924

(6)
Formula: C10H12BrFN
Source: OMol25
Level of theory: ωB97M-V with the def2-TZVPD basis set

```
! wB97M-V def2-TZVPD RIJCOSX def2/J DEFGRID3
* xyz 1 1
C -3.202 -1.743 -0.085
C -2.564 -1.594 1.160
C -2.508 -1.372 -1.224
C -1.369 -0.761 1.218
C -1.314 -0.642 -1.173
C -0.789 -0.227 0.067
C 2.225 1.704 -0.567
C 0.839 1.264 -0.990
C 1.488 0.011 0.966
C 2.749 0.685 0.398
N 0.323 0.538 0.197
F -0.124 1.887 1.060
Br 4.000 -0.654 -0.468
H -4.173 -2.101 -0.072
H -2.688 -2.032 2.087
H -3.005 -1.501 -2.140
H -0.913 -0.385 2.172
H -0.912 -0.404 -2.200
H 2.920 1.885 -1.376
H 2.061 2.737 -0.065
H 0.045 1.995 -1.099
H 0.772 0.526 -1.912
H 1.561 -1.240 0.877
H 1.264 0.275 2.043
H 3.313 1.150 1.127
*
```

As for the relative energy (zero: lowest compared OMol25 entry of this formula, charge and spin): 287.9 kJ/mol. The calculation puts the gap between HOMO and LUMO at 7.66 eV.

natural (NBO) charges in e: atom 1 (C): -0.1163, atom 2 (C): -0.1711, atom 3 (C): -0.1929, atom 4 (C): -0.1323, atom 5 (C): -0.1595, atom 6 (C): 0.0160, atom 7 (C): -0.4751, atom 8 (C): -0.2258, atom 9 (C): -0.2857, atom 10 (C): -0.2192, atom 11 (N): 0.1356, atom 12 (F): -0.3096, atom 13 (Br): 0.0214, atom 14 (H): 0.2393, atom 15 (H): 0.2412, atom 16 (H): 0.2421, atom 17 (H): 0.2377, atom 18 (H): 0.2446, atom 19 (H): 0.2769, atom 20 (H): 0.2611, atom 21 (H): 0.2727, atom 22 (H): 0.2583, atom 23 (H): 0.3040, atom 24 (H): 0.2878, atom 25 (H): 0.2487